# C5H20ClCuN10O5

A molecular structure, C5H20ClCuN10O5 (ωB97M-V/def2-TZVPD, the Open Molecules 2025 dataset).

XYZ file:
```
42
Properties=species:S:1:pos:R:3:lowdin_charge:R:1
Cu -5.6935 -1.4825 -1.7998 0.97
Cl -2.0107 -0.7374 -0.1733 0.02
C -3.3957 -0.1619 5.9258 -0.82
O -3.2242 -0.2168 7.1110 0.07
N -2.5755 0.3367 5.0027 0.15
N -4.5364 -0.4284 5.4408 0.15
H -1.7248 0.7533 5.3532 0.11
H -2.5894 0.1021 4.0205 0.09
H -4.8127 -0.1705 4.5042 0.11
H -5.1956 -0.7581 6.1314 0.13
C 0.5010 -5.3376 2.4675 -0.78
O 0.9978 -6.3466 2.9437 0.03
N 0.3872 -5.1826 1.1433 0.15
N 0.0531 -4.3872 3.1993 0.16
H 0.9461 -5.7608 0.5323 0.12
H 0.0949 -4.2501 0.8882 0.08
H 0.2963 -4.3150 4.1769 0.13
H -0.6365 -3.7834 2.7750 0.10
C 4.1113 -2.5251 -3.0449 -0.79
O 4.5715 -1.8786 -2.1487 0.06
N 4.8387 -3.1475 -3.9635 0.16
N 2.8306 -2.5888 -3.3095 0.14
H 4.3461 -3.6668 -4.6761 0.10
H 5.8043 -2.8576 -4.0241 0.12
H 2.2758 -1.9785 -2.7265 0.11
H 2.4314 -2.8386 -4.2030 0.10
C -0.2256 5.4495 1.0061 -0.79
O 0.4815 5.3425 0.0152 0.03
N -0.5669 6.5990 1.5854 0.16
N -0.9225 4.4961 1.4670 0.15
H -1.1875 6.5668 2.3816 0.10
H -0.1315 7.4505 1.2606 0.12
H -0.9214 3.6683 0.8883 0.12
H -1.3628 4.5374 2.3751 0.12
C 1.0007 2.2600 -5.7477 -0.84
O 1.4727 1.8731 -6.7934 0.04
N 1.4079 3.3942 -5.2782 0.16
N 0.0413 1.7454 -5.0842 0.16
H 2.2770 3.7975 -5.5977 0.13
H 1.1298 3.5954 -4.3283 0.11
H -0.2499 0.8862 -5.5281 0.12
H -0.3335 1.9464 -4.1681 0.11
```

Values from the calculation:
HOMO (spin up / spin down), eV: -11.28 / -11.28
Expectation value of S²: 0.75
E, Ha: -3226.59326
Maximum force, eV/Å: 6.69
Frontier orbital gap (spin up / spin down), eV: 2.71 / 2.32
Net charge: +1
Energy above the lowest of the compared OMol25 structures with the same formula, charge and spin, kcal/mol: 43.4
2S+1: 2
LUMO (spin up / spin down), eV: -8.6 / -9.0